No. 1
The molecule C4H4ClNOS in a non-equilibrium geometry. Source: OMol25; level of theory: ωB97M-V with the def2-TZVPD basis set.

Its multiplicity is 1. The electronic energy is -1143.1686 Eh. The highest occupied orbital energy is -8.529 eV. Its energy above the lowest of the compared OMol25 structures with the same formula, charge and spin is 48.93 kJ/mol. Its structure (SMILES) is S=C1CO/C(=C/Cl)N1.

CARTESIAN COORDINATES (ANGSTROEM)
S: 2.634 -1.599 -0.015
C: 1.403 -0.570 -0.015
C: 1.321 0.958 0.089
O: -0.103 1.308 -0.034
C: -0.781 0.192 -0.020
C: -2.117 0.084 -0.065
Cl: -3.026 -1.372 0.034
N: 0.113 -0.940 0.013
H: 1.702 1.409 0.995
H: 1.811 1.484 -0.737
H: -2.748 0.962 -0.168
H: -0.209 -1.917 -0.077

Forces on the atoms, in the same order (eV/Å):
S 1.1 -0.2 -0.2
C -1.0 0.7 0.7
C -0.1 0.7 -1.1
O 1.8 0.6 0.2
C -1.4 -3.3 -0.1
C 0.1 1.0 0.0
Cl 0.3 -0.4 -0.1
N -1.6 0.6 -0.2
H 0.1 -0.4 0.4
H 0.1 -0.4 0.0
H 0.4 -0.1 0.1
H 0.3 1.0 0.1


No. 2
The molecule C4H4ClNOS in a non-equilibrium geometry. Source: OMol25; level of theory: ωB97M-V with the def2-TZVPD basis set.

Its multiplicity is 1. The electronic energy is -1143.1320 Eh. The highest occupied orbital energy is -8.375 eV. Its energy above the lowest of the compared OMol25 structures with the same formula, charge and spin is 145.14 kJ/mol. Its structure (SMILES) is Cc1nsc(Cl)c1O.

CARTESIAN COORDINATES (ANGSTROEM)
C: -0.297 1.389 -1.279
C: -0.027 0.696 0.006
N: 0.131 1.356 1.159
S: 0.371 0.429 2.445
C: 0.359 -1.056 1.667
Cl: 0.610 -2.663 2.171
C: -0.019 -0.690 0.079
O: -0.165 -1.623 -0.909
H: -0.329 2.442 -1.198
H: 0.638 1.305 -1.780
H: -1.174 0.946 -1.742
H: -0.098 -2.532 -0.621

Forces on the atoms, in the same order (eV/Å):
C 0.5 -0.4 0.7
C -0.8 -0.5 0.6
N -0.1 0.3 -0.2
S 0.3 -0.6 -0.2
C -1.6 1.3 -5.9
Cl -0.1 0.2 0.2
C 1.8 -2.4 5.7
O 0.0 1.6 -0.1
H -0.8 1.2 0.6
H 0.5 -0.7 -1.5
H 0.3 0.1 -0.5
H 0.1 -0.2 0.6